Entry 1:
{
  "formula": "C45H37Br2N4O8P2SW",
  "method": "ωB97M-V/def2-TZVPD",
  "homo_lumo_gap_ev": 4.3,
  "total_charge": 3,
  "relative_energy_kcal_mol": 22.5,
  "species": ["W", "C", "C", "C", "C", "C", "C", "Br", "C", "C", "Br", "C", "O", "C", "N", "H", "H", "H", "H", "H", "H", "C", "S", "C", "C", "C", "N", "P", "C", "C", "C", "C", "C", "C", "C", "C", "C", "C", "C", "C", "P", "C", "C", "C", "C", "C", "C", "C", "C", "C", "C", "C", "C", "H", "H", "H", "H", "H", "H", "H", "H", "H", "H", "H", "H", "H", "H", "H", "H", "H", "H", "H", "H", "H", "H", "H", "H", "H", "H", "H", "H", "H", "O", "C", "O", "C", "C", "C", "C", "C", "C", "O", "N", "O", "O", "N", "O", "O", "H", "H"],
  "coordinates": [[-0.5536, 0.7419, -1.2540], [-1.1375, 1.6622, -4.4401], [-2.2211, 2.2229, -3.5434], [-3.3123, 2.9969, -3.9806], [-3.9940, 3.7581, -3.0594], [-3.7604, 3.5998, -1.6569], [-4.3766, 4.3419, -0.6396], [-5.7335, 5.4820, -0.9876], [-4.1250, 4.0107, 0.6809], [-3.1545, 3.0795, 1.0259], [-2.9121, 2.6840, 2.7664], [-2.5601, 2.3857, 0.0348], [-1.4904, 1.6322, 0.1626], [-2.8869, 2.6087, -1.3105], [-2.0698, 1.9737, -2.2346], [-1.6358, 1.5157, -5.4076], [-0.7427, 0.7370, -4.0185], [-0.2800, 2.3759, -4.5115], [-3.4488, 3.1580, -5.0236], [-4.7713, 4.4670, -3.3694], [-4.6828, 4.5722, 1.4346], [3.0025, -0.8354, 7.2006], [2.0714, -0.4843, 5.6735], [2.5850, -1.8966, 4.5617], [2.3383, -1.4084, 3.0836], [0.7526, -1.0944, 2.8670], [0.4701, -0.6544, 1.4742], [0.9957, 0.6933, 0.6750], [2.7239, 0.3736, 0.2684], [3.2300, -0.9094, -0.0525], [4.5393, -1.0900, -0.4463], [5.3407, 0.0648, -0.5755], [4.8951, 1.2984, -0.1948], [3.5997, 1.4577, 0.1696], [1.0223, 2.2378, 1.5339], [1.5195, 2.2614, 2.8445], [1.6668, 3.4267, 3.4907], [1.2058, 4.6125, 2.9706], [0.6712, 4.6012, 1.6732], [0.5934, 3.4422, 0.9381], [-0.8662, -1.2698, 0.6198], [-2.3831, -1.3291, 1.5676], [-2.5534, -2.2383, 2.6259], [-3.6706, -2.2994, 3.4224], [-4.7167, -1.4326, 3.1452], [-4.6745, -0.5837, 2.0200], [-3.5091, -0.5754, 1.2479], [-0.5656, -2.9576, 0.2272], [-1.5801, -3.7608, -0.2474], [-1.2299, -5.1272, -0.4859], [0.0362, -5.6225, -0.2953], [1.0432, -4.7470, 0.1141], [0.7381, -3.4330, 0.3830], [2.4383, -0.3894, 8.0270], [4.0579, -0.5080, 7.2144], [3.0059, -1.8980, 7.3607], [1.9840, -2.7871, 4.7676], [3.6580, -2.1352, 4.5791], [2.5150, -2.1523, 2.3333], [2.9436, -0.5074, 2.8598], [0.4657, -0.3302, 3.5969], [0.2065, -1.9624, 3.1541], [2.5548, -1.7525, -0.1220], [4.9507, -2.0760, -0.7199], [6.3669, -0.0289, -0.9047], [5.5040, 2.1526, -0.4048], [3.2591, 2.4242, 0.4010], [1.9168, 1.3747, 3.2926], [2.0919, 3.4494, 4.5248], [1.1888, 5.5647, 3.4963], [0.3828, 5.5343, 1.2075], [0.2403, 3.4635, -0.1054], [-1.6965, -2.8325, 2.8595], [-3.8253, -3.0317, 4.2437], [-5.5619, -1.5186, 3.7348], [-5.5225, 0.0098, 1.7601], [-3.6276, 0.0077, 0.3152], [-2.6343, -3.4011, -0.4415], [-2.0023, -5.7842, -0.8982], [0.1915, -6.6668, -0.5027], [2.0459, -5.0942, 0.4167], [1.5634, -2.9355, 0.8321], [3.4875, 1.0655, -2.9765], [2.8395, 0.2442, -3.3024], [0.6450, 1.7766, -1.8144], [1.9218, -0.6053, -3.9056], [2.0359, -0.8788, -5.2601], [0.9178, -1.5042, -5.8316], [-0.2270, -1.8076, -5.1229], [-0.2736, -1.4239, -3.7976], [0.8458, -0.9509, -3.0473], [0.7231, -0.8352, -1.7637], [-1.5208, -1.5957, -3.0682], [-2.2527, -2.4370, -3.4475], [-1.8604, -0.7984, -2.1958], [0.9607, -1.4920, -7.3234], [0.0244, -2.0792, -7.8429], [1.8755, -0.8582, -7.7836], [2.8110, -0.5286, -5.9232], [-1.0575, -2.2063, -5.6391]],
  "atomic_forces_ev_per_a": [[-2.1, -1.3, 1.3], [-0.7, 0.9, -0.1], [0.5, -0.5, 0.8], [0.9, 0.5, 0.7], [-0.7, -0.1, 0.4], [-0.8, 0.5, -2.1], [0.2, -1.3, 1.4], [-1.1, 1.3, -0.5], [-0.7, 1.5, -0.7], [-1.0, 0.1, -0.3], [0.7, -0.3, 1.7], [-0.1, 0.7, -2.0], [1.4, -2.0, 0.6], [1.2, -0.2, 0.3], [-0.5, 0.2, 1.0], [0.7, -0.2, 0.0], [-0.2, 0.2, -0.4], [-0.8, -0.4, -0.1], [-0.2, 0.0, -0.6], [0.4, -0.3, 0.0], [0.3, -0.4, 0.0], [0.2, 0.2, 0.1], [0.8, -0.8, -0.3], [-0.1, 1.0, -1.3], [-2.4, 0.8, 0.9], [3.0, 1.2, 0.7], [-1.3, -0.9, 0.8], [1.4, 0.2, 0.5], [0.6, -0.2, -0.6], [-0.8, 0.0, -0.4], [0.7, 0.6, -0.4], [0.8, -1.6, 0.4], [0.6, 0.1, -1.2], [-1.3, -0.5, 0.7], [-0.6, 0.6, 0.3], [0.3, -1.5, -1.7], [0.5, 1.8, 3.2], [-0.8, 0.5, -1.3], [0.3, 0.6, 0.2], [0.1, -0.8, -0.4], [-0.6, 1.2, -0.3], [-1.1, 0.0, 0.4], [1.4, 0.2, 0.1], [-0.7, -0.2, 0.3], [1.1, 0.4, -1.8], [1.2, -1.3, 1.0], [-1.2, 1.0, -1.0], [0.9, 0.6, 0.1], [-0.5, -1.6, -0.6], [-1.7, 1.1, -0.7], [0.2, 0.4, -0.2], [0.3, -0.8, 0.7], [0.0, -1.3, -0.1], [0.2, 0.0, -0.2], [-0.7, 0.2, -0.3], [-0.1, -0.5, 0.1], [0.2, 0.1, 0.1], [-0.3, 0.1, 0.6], [0.7, -0.6, -0.1], [-0.3, -0.5, 0.2], [-0.2, 0.1, -0.4], [-0.5, -0.8, -0.4], [0.1, 0.1, 0.3], [-0.4, 0.6, 0.2], [0.0, -0.1, -0.1], [0.4, 0.4, 0.4], [-0.5, 1.1, 0.3], [0.0, -0.4, 0.3], [-0.3, -0.2, -1.0], [0.4, -0.4, 0.1], [-0.1, 0.0, 0.1], [0.2, 0.1, 0.7], [0.2, -0.7, 0.2], [0.6, 0.6, -0.7], [-1.7, 0.2, 1.0], [-0.3, 0.3, -0.2], [0.7, -0.2, 0.5], [1.4, -0.4, 0.4], [0.2, 0.2, 0.3], [0.3, -0.2, 0.1], [-0.6, 0.0, -0.6], [-0.1, 1.0, 0.2], [2.0, 2.1, 1.1], [-1.2, -1.4, -1.1], [1.5, 0.7, -1.3], [0.8, 0.0, 1.8], [-2.1, -0.6, -0.4], [1.9, 1.2, 0.0], [0.8, 0.7, 0.3], [0.9, -0.6, 0.9], [-2.1, -0.9, -1.3], [0.9, 0.4, -0.7], [0.3, -1.0, -1.8], [-0.8, -1.0, -0.1], [0.2, 1.6, 1.3], [-1.3, -1.0, 0.7], [1.2, 0.7, -0.2], [-0.4, -0.4, -1.0], [0.3, 0.0, 0.2], [-0.9, -0.5, -0.4]],
  "lowdin_charge": [1.658, 0.011, -0.243, 0.039, 0.068, -0.178, -0.658, 0.978, -0.125, -0.653, 0.982, -0.399, -0.334, -0.134, 0.020, 0.113, 0.021, 0.127, 0.127, 0.115, 0.119, -0.389, 0.806, -0.426, -0.227, -0.196, -0.377, 0.955, -0.298, -0.105, -0.036, -0.047, -0.062, -0.072, -0.334, -0.079, -0.060, -0.016, -0.047, -0.094, 0.989, -0.331, -0.079, -0.035, -0.022, -0.039, -0.119, -0.374, -0.062, -0.042, -0.040, -0.040, -0.104, 0.040, 0.053, 0.029, 0.080, 0.093, 0.066, 0.094, 0.077, 0.092, 0.071, 0.131, 0.125, 0.128, 0.103, 0.068, 0.148, 0.130, 0.120, 0.100, 0.096, 0.142, 0.098, 0.111, 0.105, 0.143, 0.125, 0.122, 0.132, 0.054, 0.426, 0.051, -0.377, -0.066, 0.151, -0.055, 0.150, -0.070, -0.275, -0.218, -0.274, 0.235, -0.079, -0.324, 0.150, 0.136, 0.160, 0.149]
}



Entry 2:
{
  "formula": "C14H44N10O8",
  "method": "ωB97M-V/def2-TZVPD",
  "homo_lumo_gap_ev": 9.8,
  "total_charge": 0,
  "relative_energy_kcal_mol": 21.0,
  "smiles": "NC(N)=O.NC(N)=O.NC(N)=O.NC(N)=O.NC(N)=O.CC(C)O.CC(C)O.CC(C)O",
  "species": ["C", "C", "C", "O", "H", "H", "H", "H", "H", "H", "H", "H", "C", "C", "C", "O", "H", "H", "H", "H", "H", "H", "H", "H", "C", "C", "C", "O", "H", "H", "H", "H", "H", "H", "H", "H", "C", "O", "N", "N", "H", "H", "H", "H", "C", "O", "N", "N", "H", "H", "H", "H", "C", "O", "N", "N", "H", "H", "H", "H", "C", "O", "N", "N", "H", "H", "H", "H", "C", "O", "N", "N", "H", "H", "H", "H"],
  "coordinates": [[-8.7799, -7.0854, 12.4199], [-7.3090, -6.8663, 11.9710], [-6.4050, -7.8581, 12.6150], [-7.3154, -6.9984, 10.5070], [-9.3564, -6.1325, 12.5746], [-8.8270, -7.7017, 13.3662], [-9.2910, -7.6488, 11.6162], [-6.9610, -5.9123, 12.3080], [-6.9274, -8.7689, 12.7643], [-6.1584, -7.5049, 13.5795], [-5.4731, -7.9597, 12.0748], [-6.5643, -6.6206, 10.0439], [0.5488, -6.7121, 14.8534], [0.2547, -7.8605, 13.8893], [0.3419, -7.4056, 12.4469], [1.1951, -8.9796, 14.1221], [0.4989, -7.1122, 15.8114], [-0.1972, -5.9285, 14.7152], [1.5556, -6.4747, 14.6277], [-0.7342, -8.3111, 13.9823], [0.2730, -8.2852, 11.8404], [1.3851, -7.0395, 12.2977], [-0.3179, -6.6101, 12.1867], [1.9503, -8.7906, 13.5424], [-4.9466, -3.5742, 13.2952], [-5.0678, -3.5097, 14.8205], [-5.8112, -2.1720, 15.2516], [-5.8683, -4.5900, 15.3066], [-4.6679, -4.5406, 12.9508], [-4.4143, -2.7339, 12.8509], [-5.9628, -3.5693, 12.9011], [-4.0350, -3.7029, 15.1453], [-6.1527, -2.1605, 16.3029], [-6.6983, -2.0550, 14.6802], [-5.0950, -1.3699, 15.0196], [-5.2398, -5.2722, 15.6014], [-1.1769, -10.5935, 15.7534], [-2.0992, -10.3621, 16.5422], [-1.4329, -10.7828, 14.4571], [0.1297, -10.5699, 16.1610], [-2.3828, -10.6848, 14.0845], [-0.7182, -10.9927, 13.7593], [0.6390, -9.7846, 15.7089], [0.1669, -10.3923, 17.1492], [-2.4810, -4.8390, 19.8073], [-2.0474, -5.9362, 19.8671], [-2.3741, -4.0859, 18.5851], [-3.0409, -4.2325, 20.9153], [-2.5746, -4.6233, 17.7471], [-3.0300, -3.2454, 18.4287], [-3.1888, -4.7195, 21.7811], [-3.4186, -3.3036, 20.9073], [-7.5455, -7.0232, 17.8127], [-7.9411, -7.5897, 18.7976], [-7.4822, -5.6554, 17.6162], [-6.9136, -7.7064, 16.7394], [-7.2699, -5.2805, 16.7047], [-8.1375, -5.1648, 18.1866], [-6.7317, -8.6718, 17.0077], [-6.0820, -7.2734, 16.2842], [-3.1338, -7.1173, 16.5334], [-3.5292, -5.9174, 16.4909], [-2.1884, -7.5689, 17.4163], [-3.5744, -8.1113, 15.7604], [-2.1897, -7.1481, 18.3677], [-2.0497, -8.5782, 17.4095], [-3.1586, -8.9990, 15.9179], [-3.9564, -8.0349, 14.8139], [-4.9011, -11.1126, 14.5461], [-4.1552, -10.3287, 13.9325], [-6.1418, -11.3951, 14.0551], [-4.4150, -11.7101, 15.6599], [-6.7240, -12.1112, 14.4830], [-6.4532, -11.1531, 13.1558], [-4.9088, -12.3023, 16.2209], [-3.5480, -11.3401, 16.0391]],
  "atomic_forces_ev_per_a": [[-0.3, 0.1, 0.3], [-1.0, -0.2, -0.9], [0.4, 0.0, -0.5], [-0.6, 0.0, 0.8], [0.7, -0.9, -0.1], [0.1, 0.8, -0.9], [0.2, 0.2, 0.4], [0.0, 1.0, -0.3], [-0.1, -1.2, -0.2], [0.3, 0.4, 1.3], [0.2, -0.3, -0.2], [0.3, 0.2, 0.6], [-1.1, -1.2, -1.7], [-0.2, -0.2, -0.3], [2.3, -0.4, 0.6], [-0.4, 1.3, -0.8], [-0.2, -0.3, 2.0], [0.4, 0.2, 0.1], [1.0, 1.0, 0.0], [0.0, 0.1, 0.6], [-0.5, -0.3, -0.8], [-0.5, 0.1, -0.1], [-0.7, 0.3, -0.2], [-0.1, -0.2, 0.4], [-1.9, 0.5, 0.2], [-0.7, 0.4, -0.2], [2.2, -1.1, 0.4], [0.2, -0.4, -0.2], [1.2, -0.8, -0.1], [0.3, -0.2, 0.1], [-0.3, 0.6, -0.1], [-0.3, 0.8, 0.8], [0.7, -0.1, -0.4], [-0.7, 0.0, -0.9], [-0.5, 0.1, 0.3], [0.1, 0.1, 0.1], [0.0, 0.7, -0.6], [-0.6, -0.6, 0.8], [0.5, -0.5, -1.4], [0.9, 0.9, -0.1], [0.0, 0.1, 0.5], [-0.1, 0.2, 0.9], [0.0, -1.2, -0.2], [-0.2, -0.2, 0.4], [-1.3, 3.2, -1.0], [1.0, -3.0, 0.2], [-1.9, 1.9, 0.7], [0.0, 0.7, -0.5], [0.3, -0.9, 0.2], [1.4, -1.6, 1.1], [0.3, -0.4, -0.3], [0.0, 0.1, -0.4], [2.3, 0.6, -1.7], [-0.8, -0.1, 0.3], [-0.6, -0.8, 0.6], [0.4, -0.2, 0.2], [0.0, 0.0, -0.1], [-0.1, 0.5, 0.2], [0.0, 0.4, -0.2], [-1.1, -0.4, 0.8], [0.2, 1.5, 0.8], [0.3, -1.6, -0.3], [-0.1, 0.4, 1.2], [-1.2, 0.0, -2.0], [0.2, 0.0, -1.0], [0.0, 0.3, 0.1], [0.2, -0.8, 0.1], [0.1, 0.5, 0.8], [1.0, 0.4, -1.0], [-0.4, 0.1, -0.1], [-0.5, -1.4, 2.1], [0.6, 1.3, -1.4], [0.4, 0.4, 0.0], [0.3, 0.7, -1.1], [-1.7, -1.7, 1.5], [0.0, 0.2, -0.1]],
  "lowdin_charge": [-0.046, -0.449, -0.071, -0.067, 0.084, 0.087, 0.079, 0.104, 0.054, 0.051, 0.087, 0.076, -0.027, -0.459, -0.054, -0.098, 0.047, 0.097, 0.072, 0.114, 0.074, 0.095, 0.078, 0.096, -0.065, -0.447, -0.033, -0.104, 0.056, 0.082, 0.070, 0.123, 0.078, 0.055, 0.076, 0.037, -0.642, -0.056, 0.199, 0.163, 0.069, 0.126, 0.077, 0.098, -0.644, 0.046, 0.119, 0.149, 0.034, 0.117, 0.099, 0.085, -0.656, 0.043, 0.154, 0.123, 0.059, 0.090, 0.086, 0.065, -0.609, -0.037, 0.176, 0.183, 0.081, 0.068, 0.029, 0.107, -0.613, -0.042, 0.176, 0.201, 0.110, 0.083, 0.069, 0.061]
}



What energy values result from the calculations? In sequence: -8852.860420; -1709.486860 Ha.